[1]
C34H45LaN2O4Se as an isolated structure. Source: the OMol25 dataset; level of theory: wB97M-V/def2-TZVPD.

**Total charge**: 0
**LUMO level**: -0.8 eV
**Orbital gap**: 6.49 eV
**ΔE to the lowest compared entry with this formula, charge and spin**: 0.0 kJ/mol
**Max |F|**: 4.44 eV Å⁻¹
**HOMO level**: -7.28 eV

The geometry in XYZ format:
```
87
Properties=species:S:1:pos:R:3:mulliken_charge:R:1
La 1.72 -0.33 -2.41 1.80
Se -0.67 1.30 -0.93 -0.10
O 2.42 0.91 -0.40 -1.22
O 2.98 0.79 -3.81 -0.75
O -0.05 -1.77 -2.02 -0.95
O 0.62 0.97 -4.10 -0.40
N 2.55 1.62 -4.77 0.88
N 1.25 1.69 -4.97 -0.32
C 5.17 4.41 -6.42 -0.51
C -5.93 -1.87 0.27 -1.74
C 3.39 2.49 -5.38 0.32
C -1.20 -1.55 -1.39 1.58
C 2.96 3.40 -6.40 -0.37
C 3.72 0.05 2.01 1.90
C 0.47 1.84 3.09 -1.08
C -0.18 2.25 4.39 2.45
C 3.82 4.37 -6.88 -0.40
C -0.25 1.81 1.92 -0.39
C 2.40 0.85 1.91 0.02
C -0.75 -4.65 -1.83 -1.47
C -5.13 0.04 1.70 -1.98
C 4.68 2.62 -4.83 -0.35
C -1.52 -0.37 -0.69 0.06
C -3.05 -4.89 -2.01 -1.96
C 0.72 1.87 5.55 -2.15
C 0.36 1.33 0.75 -0.95
C -2.17 -2.59 -1.43 -0.14
C 3.61 -1.14 1.04 -1.35
C 5.55 3.59 -5.36 -0.42
C -4.43 -2.27 2.30 -1.64
C 4.79 1.04 1.58 -1.46
C -1.60 1.51 4.53 -1.57
C -2.58 -0.31 0.21 -0.37
C 3.89 -0.52 3.41 -1.71
C -1.98 -3.82 -2.28 1.95
C -3.50 -1.35 0.27 -1.41
C -0.43 3.77 4.32 -1.64
C 1.80 1.33 3.06 0.19
C -3.26 -2.46 -0.58 0.02
C -2.02 -3.41 -3.78 -1.46
C -4.78 -1.34 1.14 2.35
C 1.71 1.01 0.71 1.02
H -3.39 -2.08 2.58 0.34
H 3.10 -1.28 3.64 0.33
H -2.98 -2.95 -4.02 0.37
H -1.92 -4.33 -4.40 0.41
H -5.11 -1.99 3.13 0.48
H 6.54 3.73 -4.90 0.32
H -1.30 -2.60 -4.09 0.13
H -0.86 4.06 5.29 0.45
H 1.94 3.31 -6.74 0.44
H -5.90 -2.97 0.19 0.37
H 0.24 2.28 6.46 0.45
H -0.81 -4.75 -0.70 0.34
H 2.29 1.33 4.04 0.06
H 2.69 -1.69 1.31 0.39
H -6.89 -1.61 0.69 0.44
H 3.42 5.14 -7.56 0.34
H -5.95 -1.43 -0.74 0.34
H 4.59 2.05 1.95 0.27
H 4.94 1.89 -4.05 0.37
H 0.85 0.78 5.62 0.37
H -1.12 4.11 3.51 0.28
H -6.14 -0.10 2.12 0.53
H -4.54 -3.35 2.04 0.28
H 0.16 -4.15 -2.17 0.11
H 3.54 -0.80 0.05 -0.08
H -3.02 -5.25 -0.98 0.39
H 4.47 -1.79 1.22 0.50
H -5.12 0.82 0.90 0.40
H 4.72 1.16 0.49 0.25
H 5.90 5.08 -6.80 0.41
H -2.91 -5.77 -2.70 0.41
H 5.81 0.71 1.95 0.37
H -2.35 1.77 3.75 0.29
H -0.77 -5.63 -2.34 0.48
H 3.78 0.29 4.12 0.51
H 4.93 -0.92 3.48 0.40
H -4.05 -4.42 -2.14 0.42
H -1.21 2.29 1.89 0.72
H -1.99 1.77 5.49 0.52
H 1.64 2.48 5.53 0.43
H -1.43 0.42 4.52 0.35
H -4.10 -3.22 -0.54 -0.13
H -2.74 0.65 0.73 0.26
H 0.51 4.30 4.17 0.39
H -4.55 0.40 2.53 0.25
```



[2]
C34H45MnN6OP2S as an isolated structure. Source: the OMol25 dataset; level of theory: wB97M-V/def2-TZVPD.

**⟨S²⟩**: 8.76
**Total charge**: +1
**LUMO level (spin up / spin down)**: -1.9 / -2.2 eV
**Orbital gap (spin up / spin down)**: 8.56 / 8.75 eV
**Spin multiplicity**: 6
**ΔE to the lowest compared entry with this formula, charge and spin**: 67.0 kJ/mol
**Max |F|**: 1.10 eV Å⁻¹
**HOMO level (spin up / spin down)**: -10.43 / -10.96 eV

The geometry in XYZ format:
```
90
Properties=species:S:1:pos:R:3:lowdin_spin:R:1
Mn 1.13 1.09 -0.26 4.66
S 4.48 0.23 -0.44 0.03
P 0.77 -1.50 0.10 0.03
P -2.07 -1.08 -0.80 0.00
O 5.04 0.62 -1.73 0.03
N -0.99 2.49 -0.25 0.03
N 3.13 0.61 -0.04 0.04
N -0.77 -2.13 -0.32 0.00
N 0.87 1.35 -2.56 0.04
N 0.90 2.09 1.81 0.04
N 2.08 3.22 -0.83 0.04
C -0.84 3.20 -2.67 0.00
C -3.81 0.29 0.84 0.00
C 3.05 3.81 0.09 0.00
C 2.15 2.75 2.25 0.00
C 2.16 1.92 -2.98 0.00
C 0.83 -3.81 3.47 0.00
C -2.70 -0.47 3.27 0.00
C -0.31 1.90 -3.25 0.00
C -0.33 2.86 2.07 0.00
C -5.47 -4.06 -1.67 0.00
C -3.52 -3.48 -0.39 0.00
C -2.14 -0.93 2.07 0.00
C -5.30 -2.93 -2.45 0.00
C 1.97 -1.76 3.99 0.00
C 1.75 -1.31 2.69 0.00
C -0.88 3.50 0.81 0.00
C -3.81 0.37 3.25 0.00
C 1.43 -3.18 -2.06 0.00
C 2.27 -4.02 -2.78 0.00
C 1.50 -3.00 4.38 0.00
C 3.17 -2.81 -0.44 0.00
C -1.70 3.01 -1.44 0.00
C 1.06 -2.11 1.78 0.00
C -4.36 0.75 2.03 0.00
C -3.34 -2.34 -1.17 0.00
C -4.23 -2.07 -2.21 0.00
C -4.57 -4.34 -0.64 0.00
C 2.57 3.19 -2.22 0.00
C 0.61 -3.37 2.17 0.00
C 3.56 -4.25 -2.33 0.00
C 2.49 4.03 1.48 0.00
C -2.69 -0.54 0.85 0.00
C 4.01 -3.64 -1.16 0.00
C 1.86 -2.58 -0.89 0.00
H 3.91 3.14 0.15 0.00
H -6.30 -4.73 -1.86 0.00
H 0.83 1.23 2.35 0.00
H 2.26 4.10 -2.75 0.00
H 3.42 4.77 -0.31 0.00
H 4.22 -4.91 -2.89 0.00
H 3.25 4.55 2.06 0.00
H -5.24 1.38 2.00 0.00
H -1.09 2.18 2.46 0.00
H -4.09 -1.20 -2.83 0.00
H -0.25 4.32 0.47 0.00
H -0.06 2.03 -4.31 0.00
H 1.67 -3.35 5.39 0.00
H 0.09 -4.01 1.47 0.00
H 5.02 -3.81 -0.81 0.00
H 2.13 -0.35 2.37 0.00
H 0.44 -2.99 -2.46 0.00
H 3.51 -2.37 0.48 0.00
H 2.08 2.98 3.31 0.00
H 1.92 -4.50 -3.68 0.00
H 1.62 4.70 1.45 0.00
H -1.30 -1.61 2.11 0.00
H 2.51 -1.13 4.69 0.00
H -1.86 3.93 1.04 0.00
H -0.02 3.90 -2.48 0.00
H -2.51 2.31 -1.69 0.00
H 3.66 3.19 -2.20 0.00
H -0.72 -2.95 -0.91 0.00
H 2.15 2.13 -4.06 0.00
H -2.28 -0.79 4.21 0.00
H -1.55 1.74 0.13 0.00
H -1.46 3.67 -3.43 0.00
H 2.92 1.17 -2.80 0.00
H -0.15 3.62 2.83 0.00
H -5.99 -2.72 -3.26 0.00
H -4.24 0.72 4.17 0.00
H 0.47 -4.79 3.77 0.00
H 2.96 2.03 2.11 0.00
H 1.22 3.75 -0.79 0.00
H 0.90 0.36 -2.82 0.00
H -2.17 3.96 -1.19 0.00
H -1.11 1.15 -3.20 0.00
H -4.26 0.58 -0.10 0.00
H -4.71 -5.22 -0.03 0.00
H -2.83 -3.69 0.43 0.00
```



[3]
A 2-piece molecular cluster, C34H46O3P overall. Source: the OMol25 dataset; level of theory: wB97M-V/def2-TZVPD.

**Total charge**: -1
**LUMO level**: 0.5 eV
**Orbital gap**: 4.22 eV
**Max |F|**: 4.22 eV Å⁻¹
**HOMO level**: -3.68 eV

The geometry in XYZ format:
```
84
Properties=species:S:1:pos:R:3:mulliken_charge:R:1
P 0.31 0.64 1.54 2.41
O 0.05 -7.73 -6.30 -0.69
O 2.30 2.65 1.17 -0.29
O -2.21 -4.16 -3.04 -0.66
C -3.65 -8.68 -4.59 -0.44
C 0.31 -3.53 -4.07 -0.92
C 1.57 -3.28 -4.61 -0.31
C 0.25 -5.67 -5.20 0.28
C 2.46 3.93 1.81 0.34
C 3.55 4.09 2.92 -0.27
C 2.17 -4.23 -5.43 -0.55
C -1.87 1.79 4.12 -0.11
C 1.43 -0.90 1.20 -1.21
C -3.57 -6.57 -3.43 -0.54
C -3.57 2.29 2.08 0.25
C -0.07 -0.06 3.28 -1.08
C 1.51 -5.42 -5.72 -0.53
C -1.77 -7.20 -4.91 0.17
C -0.95 4.48 0.67 -0.71
C -0.45 -6.93 -5.53 0.62
C 1.13 4.42 -1.07 -1.08
C -2.35 -6.28 -4.04 0.20
C 2.89 6.70 3.22 -0.75
C 4.95 5.65 4.75 -0.98
C -2.43 -8.40 -5.20 -0.55
C -1.68 -4.99 -3.76 0.55
C 1.81 -0.91 -1.48 -0.96
C -0.35 -4.72 -4.36 0.26
C 3.79 5.47 3.63 0.65
C 1.83 6.48 2.12 -0.85
C 1.78 1.70 2.18 -1.34
C -1.59 0.24 3.79 -0.50
C 2.46 -0.71 -0.01 -0.24
C -4.21 -7.77 -3.70 -0.45
C -3.30 2.34 3.66 -0.84
C 1.58 5.13 1.38 0.17
C 0.46 5.11 0.23 0.54
C -4.28 0.93 1.57 -1.03
H -0.96 3.38 0.31 -0.07
H -1.19 4.59 1.78 0.22
H -4.22 3.19 1.80 0.39
H -1.77 5.00 0.05 0.28
H -0.99 2.39 3.72 -0.10
H -4.16 -9.62 -4.81 0.39
H 0.72 3.37 -1.24 0.23
H -4.02 -5.86 -2.74 0.47
H -3.32 3.46 3.96 0.33
H -0.16 -2.79 -3.43 0.61
H -4.95 0.46 2.38 0.24
H 0.26 6.22 -0.03 0.50
H -2.35 -0.25 3.09 0.23
H 4.22 3.23 3.26 0.29
H 2.56 -0.44 -2.22 0.31
H 2.25 4.31 -0.87 0.21
H 2.59 1.01 2.59 0.13
H -0.56 1.79 1.69 -1.02
H 0.02 -1.21 3.29 0.36
H 0.82 -0.35 -1.62 0.28
H 2.08 -2.35 -4.38 0.46
H -1.67 -0.33 4.80 0.33
H -0.82 -0.15 1.02 -0.18
H 5.97 5.44 4.26 0.27
H -5.16 -8.00 -3.22 0.39
H 2.00 -1.19 2.17 0.37
H 3.27 -1.53 0.10 0.34
H -2.58 2.37 1.52 -0.37
H 4.97 6.78 5.01 0.28
H 1.99 -6.15 -6.37 0.45
H 0.78 -1.82 0.94 0.29
H 3.02 0.28 -0.03 0.10
H 3.02 7.74 3.68 0.18
H 1.71 -2.01 -1.78 0.20
H -4.19 1.87 4.23 0.31
H 0.55 1.07 0.16 -0.46
H 1.35 2.36 3.03 0.53
H 1.18 7.39 1.82 0.18
H -3.42 0.21 1.29 0.21
H 3.16 -4.05 -5.83 0.39
H 0.64 0.32 4.10 0.18
H -1.84 1.89 5.28 0.37
H -1.99 -9.11 -5.89 0.45
H 4.74 4.99 5.65 0.26
H -4.84 1.13 0.59 0.32
H 1.01 5.12 -1.97 0.33
```